# C28H28N2O2PS3ScSe2

C28H28N2O2PS3ScSe2 as an isolated structure (ωB97M-V/def2-TZVPD, the OMol25 dataset).

Geometry as XYZ:
```
67
Properties=species:S:1:pos:R:3:lowdin_charge:R:1
Sc 0.220 0.474 0.071 0.419
C -2.683 4.973 2.265 -0.084
C -1.423 4.404 2.360 -0.065
C -1.039 3.412 1.470 -0.029
C -1.927 2.995 0.485 -0.230
C -3.194 3.565 0.380 -0.021
C -3.564 4.553 1.274 -0.080
N -1.481 1.955 -0.382 -0.021
N -2.174 1.760 -1.395 0.119
C -1.739 0.707 -2.236 -0.315
C -2.526 0.520 -3.372 -0.040
C -2.175 -0.472 -4.270 -0.090
C -1.055 -1.252 -4.011 -0.080
C -0.292 -1.049 -2.863 -0.121
C -0.594 -0.054 -1.934 -0.173
H -2.981 5.748 2.959 0.103
H -0.729 4.737 3.121 0.110
H -0.039 2.997 1.514 0.047
H -3.868 3.226 -0.393 0.104
H -4.547 5.001 1.200 0.104
H -3.390 1.153 -3.535 0.109
H -2.764 -0.636 -5.163 0.099
H -0.772 -2.030 -4.711 0.102
H 0.574 -1.683 -2.707 0.067
Se 1.725 -1.865 0.095 0.392
P 2.472 -1.114 1.989 0.199
Se 1.221 0.439 2.822 0.356
C 2.550 -2.514 3.157 -0.407
C 2.192 -2.358 4.491 -0.115
C 2.280 -3.433 5.365 -0.079
C 2.726 -4.665 4.911 -0.083
C 3.085 -4.824 3.579 -0.076
C 2.996 -3.754 2.704 -0.107
C 4.189 -0.556 1.817 -0.398
C 5.064 -1.295 1.024 -0.101
C 6.385 -0.899 0.899 -0.074
C 6.834 0.239 1.555 -0.077
C 5.960 0.982 2.333 -0.071
C 4.637 0.588 2.464 -0.110
H 1.838 -1.396 4.841 0.060
H 1.998 -3.303 6.402 0.104
H 2.792 -5.503 5.594 0.103
H 3.432 -5.784 3.219 0.105
H 3.252 -3.889 1.660 0.079
H 4.705 -2.158 0.478 0.080
H 7.060 -1.470 0.274 0.105
H 7.864 0.556 1.444 0.104
H 6.301 1.883 2.827 0.106
H 3.945 1.180 3.049 0.065
C -1.155 -2.815 2.355 -0.236
S -1.866 -1.177 2.325 0.883
C -3.536 -1.637 1.867 -0.233
O -1.360 -0.527 1.054 -0.678
H -1.687 -3.393 3.113 0.069
H -0.107 -2.718 2.629 0.017
H -1.241 -3.266 1.368 0.071
H -3.977 -2.228 2.669 0.062
H -3.509 -2.196 0.932 0.070
H -4.095 -0.713 1.739 0.059
C 0.720 2.647 -3.622 -0.098
O 0.923 2.399 -2.229 -0.297
C 2.167 2.495 -1.731 -1.308
S 3.469 2.971 -2.599 0.640
S 2.199 2.037 -0.049 0.539
H -0.350 2.537 -3.779 0.082
H 1.272 1.921 -4.217 0.088
H 1.057 3.649 -3.879 0.075
```

Summary:
* Kohn-Sham gap: 6.7 eV
* energy relative to the best compared isomer or geometry (same formula, charge and spin): 0.2877 eV
* HOMO energy: -7.429 eV
* 2S+1: 1
* lowest unoccupied orbital energy: -0.726 eV
* DFT total energy: -229756.2508 eV
* max |F|: 0.6 eV Å⁻¹

# C21H39OPtS5Sb

C21H39OPtS5Sb as an isolated structure (ωB97M-V/def2-TZVPD, the OMol25 dataset).

Geometry as XYZ:
```
68
Properties=species:S:1:pos:R:3:lowdin_charge:R:1
Pt 0.029 -0.115 0.903 0.606
C -1.229 -0.054 2.940 -0.083
C -0.587 1.183 2.761 -0.209
C 0.888 0.916 2.794 -0.214
C 1.035 -0.470 2.962 -0.107
C -0.259 -1.101 2.905 -0.333
C -0.537 -2.560 3.190 -0.570
C 0.585 -3.455 2.662 -0.056
C -1.869 -2.994 2.578 -0.049
C -0.611 -2.709 4.720 -0.037
C 2.091 1.862 2.859 -0.531
C 3.384 1.055 3.056 -0.069
C 1.968 2.789 4.077 -0.038
C 2.291 2.669 1.570 -0.072
C -1.415 2.472 2.755 -0.532
C -0.775 3.667 2.046 -0.061
C -1.711 2.848 4.217 -0.033
C -2.755 2.223 2.040 -0.054
H -2.293 -0.208 2.972 0.110
H 1.968 -0.994 3.056 0.100
H 0.672 -3.377 1.578 0.038
H 0.372 -4.496 2.912 0.088
H 1.547 -3.197 3.109 0.079
H -1.863 -2.854 1.497 0.048
H -2.703 -2.427 2.996 0.081
H -2.048 -4.050 2.791 0.088
H 0.333 -2.416 5.186 0.087
H -0.819 -3.746 4.989 0.086
H -1.403 -2.081 5.132 0.087
H 3.377 0.495 3.992 0.088
H 4.228 1.746 3.087 0.087
H 3.550 0.361 2.230 0.086
H 1.843 2.202 4.989 0.096
H 1.128 3.474 4.003 0.050
H 2.876 3.387 4.180 0.088
H 2.514 1.990 0.745 0.056
H 3.134 3.354 1.693 0.090
H 1.420 3.254 1.288 0.036
H 0.142 4.007 2.521 0.057
H -1.478 4.502 2.073 0.091
H -0.570 3.441 0.999 0.037
H -0.798 3.049 4.777 0.070
H -2.241 2.038 4.721 0.088
H -2.335 3.743 4.251 0.088
H -2.589 1.846 1.030 0.075
H -3.306 3.163 1.975 0.087
H -3.388 1.516 2.575 0.076
S -1.674 1.529 -4.402 -0.085
Sb -0.930 0.445 -2.620 0.339
S 0.102 1.479 -0.838 0.041
S -0.162 -1.850 -0.582 -0.050
S -1.880 -1.510 -1.709 0.021
C 3.121 1.552 -3.485 -0.125
C 3.320 0.044 -3.510 -0.378
S 2.046 -0.761 -2.528 0.877
O 0.793 -0.512 -3.432 -0.733
C 2.412 -2.479 -2.885 -0.397
C 3.545 -2.963 -1.993 -0.121
H 3.890 2.028 -4.092 0.081
H 3.185 1.943 -2.470 0.072
H 2.149 1.822 -3.897 0.072
H 4.271 -0.249 -3.059 0.093
H 3.258 -0.365 -4.520 0.101
H 2.622 -2.572 -3.951 0.100
H 1.478 -2.992 -2.653 0.067
H 4.490 -2.467 -2.216 0.069
H 3.690 -4.033 -2.143 0.083
H 3.304 -2.800 -0.943 0.077
```

Summary:
* Kohn-Sham gap: 6.7 eV
* energy relative to the best compared isomer or geometry (same formula, charge and spin): 0.0000 eV
* HOMO energy: -6.858 eV
* 2S+1: 1
* lowest unoccupied orbital energy: -0.136 eV
* DFT total energy: -88419.5305 eV
* max |F|: 0.4 eV Å⁻¹

# C35H37ClP2Pt

C35H37ClP2Pt as an isolated structure at a distorted geometry (ωB97M-V/def2-TZVPD, the OMol25 dataset).

Geometry as XYZ:
```
76
Properties=species:S:1:pos:R:3:lowdin_spin:R:1
Pt 0.103 0.113 2.698 0.167
C -1.799 0.832 -3.905 0.001
C -1.819 -0.436 -3.487 0.001
C -1.027 -1.559 -4.119 0.000
C 0.326 -1.138 -4.746 0.000
C 1.174 -0.339 -3.796 0.000
C 1.204 0.992 -3.677 0.000
C 0.393 1.955 -4.515 0.000
C -0.970 1.410 -5.021 0.000
C 1.351 0.431 4.370 0.328
H -2.534 1.552 -3.510 0.000
H -2.587 -0.760 -2.781 0.000
H -1.644 -2.030 -4.901 0.000
H -0.789 -2.327 -3.365 0.000
H 0.876 -2.072 -4.898 0.000
H 0.210 -0.714 -5.740 0.000
H 1.910 -0.954 -3.266 0.000
H 1.987 1.474 -3.094 0.000
H 0.991 2.255 -5.389 0.000
H 0.160 2.861 -3.936 0.000
H -1.525 2.296 -5.350 0.000
H -0.867 0.790 -5.914 0.000
H 1.040 1.407 4.805 0.025
H 2.437 0.418 4.139 0.027
H 1.087 -0.386 5.068 0.010
P -1.522 -0.577 1.336 0.280
P 1.697 0.009 1.277 0.099
C -0.521 -0.774 -0.145 0.358
C 0.841 -0.617 -0.156 0.338
C -2.461 -2.110 1.640 0.031
C -2.831 -2.926 0.560 0.014
C -3.582 -4.086 0.775 0.001
C -3.944 -4.456 2.084 0.010
C -3.528 -3.673 3.168 0.000
C -2.783 -2.508 2.952 0.012
C -2.742 0.762 1.103 0.045
C -2.296 2.090 1.156 0.022
C -3.195 3.140 0.949 -0.001
C -4.546 2.862 0.689 0.019
C -5.007 1.535 0.712 0.001
C -4.110 0.485 0.939 0.022
C 3.134 -1.000 1.695 0.011
C 2.964 -2.262 2.289 0.005
C 4.081 -3.077 2.520 0.001
C 5.364 -2.619 2.170 0.003
C 5.541 -1.327 1.641 0.001
C 4.423 -0.513 1.419 0.004
C 2.286 1.696 0.978 0.023
C 2.406 2.623 2.030 0.007
C 2.860 3.919 1.751 0.002
C 3.153 4.281 0.427 0.001
C 2.952 3.372 -0.635 0.001
C 2.497 2.082 -0.349 0.009
H -1.095 -1.038 -1.036 0.026
H 1.488 -0.868 -0.999 0.018
H -2.549 -2.646 -0.460 0.001
H -3.899 -4.697 -0.068 0.000
H -4.541 -5.359 2.251 0.001
H -3.802 -3.965 4.184 0.000
H -2.465 -1.882 3.783 0.000
H -1.237 2.296 1.355 0.002
H -2.834 4.166 0.956 0.000
H -5.235 3.683 0.481 0.001
H -6.059 1.322 0.525 0.000
H -4.455 -0.552 0.948 0.001
H 1.952 -2.611 2.518 0.000
H 3.952 -4.081 2.931 0.000
H 6.228 -3.268 2.316 0.000
H 6.538 -0.971 1.370 0.000
H 4.531 0.478 0.972 0.000
H 2.157 2.313 3.047 0.003
H 3.014 4.626 2.575 0.000
H 3.533 5.281 0.214 0.000
H 3.172 3.652 -1.667 0.000
H 2.331 1.354 -1.149 0.004
Cl -1.544 0.369 4.303 0.061
```

Summary:
* Kohn-Sham gap (spin up / spin down): 5.4 / 5.5 eV
* energy relative to the best compared isomer or geometry (same formula, charge and spin): 0.0000 eV
* HOMO energy (spin up / spin down): -4.783 / -8.549 eV
* 2S+1: 3
* <S²>: 2.01
* lowest unoccupied orbital energy (spin up / spin down): 0.577 / -3.042 eV
* DFT total energy: -71238.6608 eV
* max |F|: 3.5 eV Å⁻¹